(1)
{"formula": "C25H33FeO2S", "method": "the ωB97M-V functional and the def2-TZVPD basis", "species": ["O", "C", "C", "H", "H", "C", "H", "H", "C", "H", "H", "H", "C", "H", "H", "H", "Fe", "C", "C", "C", "H", "C", "C", "H", "H", "H", "H", "C", "C", "C", "H", "C", "C", "H", "H", "H", "H", "O", "C", "C", "H", "H", "C", "H", "H", "C", "H", "H", "H", "H", "S", "C", "C", "C", "C", "C", "C", "H", "H", "H", "H", "H"], "positions_angstrom": [[3.660, 1.041, -3.060], [4.996, 0.538, -2.724], [5.720, 1.282, -3.837], [5.035, -0.558, -2.815], [5.314, 0.872, -1.725], [4.286, 1.753, -4.172], [6.180, 0.640, -4.595], [6.394, 2.065, -3.479], [3.864, 1.243, -5.533], [3.984, 0.156, -5.595], [4.497, 1.702, -6.306], [2.826, 1.512, -5.742], [4.110, 3.250, -4.037], [4.404, 3.584, -3.036], [3.063, 3.515, -4.218], [4.732, 3.769, -4.780], [-2.440, 0.198, 1.294], [-2.956, 1.802, 2.556], [-2.590, 0.659, 3.309], [-1.235, 0.294, 2.941], [-3.160, 0.210, 4.111], [-0.818, 1.172, 1.861], [-1.865, 2.132, 1.668], [-1.803, 2.997, 1.018], [-3.878, 2.357, 2.684], [-0.564, -0.359, 3.486], [0.158, 1.152, 1.393], [-4.311, -0.298, 0.657], [-4.025, 1.034, 0.237], [-2.811, 1.018, -0.558], [-4.651, 1.901, 0.425], [-2.355, -0.332, -0.649], [-3.322, -1.168, 0.051], [-3.401, -2.242, -0.053], [-5.177, -0.638, 1.219], [-2.349, 1.864, -1.058], [-1.526, -0.712, -1.234], [1.451, -1.276, -1.480], [1.303, 0.158, -1.358], [2.256, 0.688, -0.274], [0.247, 0.416, -1.135], [1.551, 0.594, -2.337], [3.217, -0.491, -0.010], [1.685, 0.880, 0.639], [2.760, 1.608, -0.585], [2.341, -1.687, -0.405], [3.561, -0.544, 1.024], [4.086, -0.410, -0.678], [1.737, -1.949, 0.491], [2.903, -2.575, -0.734], [-1.841, -1.897, 1.872], [-3.051, -2.449, 3.013], [-4.287, -2.985, 2.598], [-5.204, -3.421, 3.553], [-4.885, -3.374, 4.915], [-3.646, -2.866, 5.328], [-2.734, -2.406, 4.386], [-4.499, -3.047, 1.533], [-6.171, -3.802, 3.222], [-5.604, -3.733, 5.652], [-3.392, -2.828, 6.387], [-1.765, -2.006, 4.680]], "lowdin_spin": [0.007, 0.033, 0.049, 0.007, 0.011, 0.000, 0.011, 0.015, 0.044, 0.008, 0.009, 0.010, 0.097, 0.022, 0.022, 0.016, 1.770, 0.085, -0.007, 0.171, 0.002, 0.015, 0.101, 0.048, 0.028, 0.022, 0.001, 0.016, 0.127, 0.046, 0.030, -0.002, 0.167, 0.018, 0.007, 0.035, -0.001, 0.007, 0.013, 0.035, 0.002, 0.005, 0.019, 0.005, 0.020, 0.010, 0.009, 0.001, 0.003, 0.004, 0.618, 0.058, 0.038, 0.010, 0.033, 0.010, 0.040, 0.004, 0.002, 0.003, 0.002, 0.007], "e_lumo_ev": [2.47, 1.08], "charge": -1, "spin_multiplicity": 5}

---

(2)
{"formula": "C34H48ClCoN7O5SSb", "method": "the ωB97M-V functional and the def2-TZVPD basis", "species": ["Co", "C", "C", "C", "C", "C", "C", "N", "N", "C", "C", "C", "C", "C", "N", "H", "H", "H", "H", "H", "H", "H", "H", "H", "S", "C", "N", "C", "C", "C", "N", "H", "H", "H", "H", "C", "C", "N", "C", "C", "C", "O", "C", "C", "C", "C", "N", "C", "H", "H", "H", "H", "H", "H", "H", "H", "H", "H", "H", "H", "H", "H", "C", "C", "C", "Sb", "C", "C", "C", "C", "C", "C", "H", "H", "H", "H", "H", "H", "H", "H", "H", "H", "H", "H", "H", "H", "H", "H", "H", "H", "H", "H", "H", "O", "Cl", "O", "O", "O"], "positions_angstrom": [[-2.363, 0.767, -0.354], [-2.283, 1.645, 5.298], [-1.884, 2.842, 4.711], [-1.966, 3.010, 3.342], [-2.437, 1.958, 2.559], [-2.858, 0.767, 3.136], [-2.779, 0.615, 4.513], [-2.552, 2.106, 1.141], [-2.683, 3.282, 0.769], [-2.897, 3.432, -0.611], [-3.029, 4.710, -1.112], [-3.276, 4.851, -2.470], [-3.384, 3.715, -3.249], [-3.231, 2.469, -2.660], [-3.004, 2.323, -1.359], [-2.210, 1.520, 6.370], [-1.511, 3.650, 5.325], [-1.650, 3.932, 2.878], [-3.287, -0.015, 2.530], [-3.112, -0.308, 4.967], [-2.925, 5.553, -0.445], [-3.377, 5.834, -2.909], [-3.568, 3.776, -4.312], [-3.282, 1.567, -3.253], [-1.352, -0.940, 0.918], [-1.373, -2.459, 0.165], [-0.229, -3.200, 0.331], [-0.043, -4.412, -0.228], [-1.041, -4.945, -0.988], [-2.215, -4.182, -1.081], [-2.383, -2.997, -0.527], [0.508, -2.772, 0.881], [0.909, -4.889, -0.044], [-0.937, -5.898, -1.480], [-3.064, -4.571, -1.633], [1.741, -1.655, -2.813], [1.052, -1.368, -4.142], [0.338, -2.538, -4.645], [1.132, -3.452, -5.476], [1.222, -2.962, -6.913], [-0.886, -2.939, -4.256], [-1.333, -4.057, -4.501], [-1.858, -2.006, -3.537], [-3.198, -2.294, -3.801], [-4.203, -1.654, -3.102], [-3.840, -0.761, -2.116], [-2.562, -0.456, -1.871], [-1.586, -1.037, -2.581], [2.216, -0.756, -2.425], [2.501, -2.430, -2.934], [1.025, -2.010, -2.067], [1.806, -1.118, -4.889], [0.396, -0.505, -4.087], [0.664, -4.431, -5.437], [2.125, -3.537, -5.030], [0.226, -2.886, -7.350], [1.802, -3.665, -7.511], [1.704, -1.987, -6.984], [-3.422, -3.055, -4.535], [-5.246, -1.869, -3.286], [-4.585, -0.276, -1.495], [-0.589, -0.745, -2.286], [1.795, 3.620, 3.212], [2.790, 2.661, 2.564], [4.129, 2.677, 3.286], [1.729, 0.785, 2.271], [1.341, 0.093, 4.306], [1.008, -1.395, 4.231], [2.365, 0.377, 5.397], [3.330, -0.557, 1.637], [3.937, 0.062, 0.378], [4.408, -0.944, 2.642], [2.206, 4.633, 3.268], [1.549, 3.311, 4.233], [0.863, 3.675, 2.645], [2.950, 2.970, 1.529], [4.038, 2.390, 4.335], [4.559, 3.683, 3.261], [4.855, 2.012, 2.818], [0.424, 0.639, 4.548], [1.898, -1.989, 4.009], [0.253, -1.606, 3.466], [0.612, -1.759, 5.185], [3.330, -0.085, 5.183], [2.020, -0.020, 6.358], [2.527, 1.446, 5.532], [2.787, -1.469, 1.353], [4.438, 1.004, 0.610], [3.181, 0.280, -0.380], [4.685, -0.601, -0.067], [4.944, -0.071, 3.013], [5.149, -1.603, 2.177], [4.001, -1.472, 3.505], [-0.329, 3.234, -2.196], [0.422, 2.212, -1.528], [1.600, 2.735, -0.932], [0.733, 1.153, -2.451], [-0.405, 1.638, -0.450]], "lowdin_spin": [0.982, 0.000, 0.000, 0.000, 0.000, 0.001, 0.000, -0.004, -0.002, -0.001, 0.000, 0.000, 0.000, 0.000, -0.005, 0.000, 0.000, 0.000, 0.001, 0.000, 0.000, 0.000, 0.000, 0.000, -0.014, -0.001, 0.000, 0.000, 0.000, 0.000, 0.000, 0.000, 0.000, 0.000, 0.000, 0.000, 0.000, 0.000, 0.000, 0.000, 0.000, 0.000, 0.000, 0.000, 0.001, 0.009, -0.007, -0.002, 0.000, 0.000, 0.000, 0.000, 0.000, 0.000, 0.000, 0.000, 0.000, 0.000, 0.000, 0.000, 0.005, 0.000, 0.000, 0.000, 0.000, 0.000, 0.000, 0.000, 0.000, 0.000, 0.000, 0.000, 0.000, 0.000, 0.000, 0.000, 0.000, 0.000, 0.000, 0.000, 0.000, 0.000, 0.000, 0.000, 0.000, 0.000, 0.000, 0.000, 0.000, 0.000, 0.000, 0.000, 0.000, -0.001, 0.003, 0.007, 0.000, 0.030], "e_lumo_ev": [-4.00, -4.04], "charge": 1, "spin_multiplicity": 2}

---

(3)
{"formula": "C2H9FN3P", "method": "the ωB97M-V functional and the def2-TZVPD basis", "species": ["N", "P", "N", "F", "H", "H", "H", "H", "C", "N", "C", "H", "H", "H", "H", "H"], "positions_angstrom": [[-1.298, 0.221, 0.188], [-2.812, -0.158, -0.521], [-3.228, -1.462, 0.445], [-3.587, 1.010, 0.328], [-0.537, -0.314, -0.211], [-1.074, 1.201, 0.050], [-2.647, -1.623, 1.257], [-3.512, -2.310, -0.016], [1.879, 0.896, 0.935], [1.722, 0.846, -0.306], [2.640, 0.099, -1.111], [1.175, 1.461, 1.524], [2.683, 0.384, 1.476], [3.411, -0.424, -0.529], [2.071, -0.620, -1.701], [3.114, 0.793, -1.806]], "mulliken_charge": [-0.481, 0.257, -0.497, -0.306, 0.228, 0.268, 0.269, 0.246, -0.213, -0.371, -0.693, 0.251, 0.254, 0.308, 0.228, 0.251], "smiles": "NP(N)F.C=NC", "e_lumo_ev": 0.95, "charge": 0}

---

(4)
{"formula": "C27H29CeN9O3", "method": "the ωB97M-V functional and the def2-TZVPD basis", "species": ["Ce", "C", "C", "C", "C", "N", "C", "C", "C", "C", "C", "C", "N", "C", "C", "C", "C", "C", "N", "H", "H", "H", "H", "H", "H", "H", "H", "H", "H", "H", "N", "C", "C", "N", "C", "C", "N", "C", "C", "N", "H", "H", "H", "H", "H", "H", "O", "O", "C", "N", "C", "C", "C", "N", "C", "C", "O", "H", "H", "H", "H", "H", "H", "H", "H", "H", "H", "H", "H"], "positions_angstrom": [[0.156, 0.731, -0.561], [2.430, 3.434, 2.450], [3.285, 2.580, 3.133], [3.400, 1.256, 2.724], [2.666, 0.820, 1.634], [1.793, 1.639, 1.008], [1.694, 2.916, 1.401], [2.763, -0.552, 1.073], [3.871, -1.354, 1.299], [3.927, -2.606, 0.705], [2.870, -3.024, -0.089], [1.790, -2.178, -0.268], [1.742, -0.944, 0.282], [0.643, -2.533, -1.139], [0.353, -3.827, -1.544], [-0.714, -4.041, -2.408], [-1.470, -2.959, -2.839], [-1.142, -1.703, -2.367], [-0.116, -1.493, -1.529], [2.331, 4.476, 2.721], [3.863, 2.942, 3.974], [4.065, 0.584, 3.248], [1.001, 3.557, 0.861], [4.692, -0.999, 1.904], [4.793, -3.239, 0.849], [2.905, -3.988, -0.576], [0.949, -4.659, -1.200], [-0.944, -5.045, -2.740], [-2.301, -3.081, -3.519], [-1.722, -0.834, -2.666], [-2.578, 3.413, -3.379], [-3.365, 3.290, -2.268], [-2.683, 2.473, -1.419], [-1.491, 2.084, -2.000], [-1.464, 2.678, -3.193], [-0.375, 2.587, -4.148], [0.679, 1.755, -4.063], [1.551, 1.936, -5.116], [0.996, 2.900, -5.885], [-0.173, 3.292, -5.263], [-2.843, 3.952, -4.193], [-4.319, 3.785, -2.191], [-2.984, 2.140, -0.439], [2.451, 1.352, -5.205], [1.316, 3.357, -6.806], [-0.763, 4.035, -5.614], [0.905, 0.857, -3.073], [1.511, 1.569, -1.969], [-2.688, -2.293, 0.688], [-2.069, -1.783, 1.906], [-2.336, -2.610, 3.119], [-2.213, -1.785, 4.376], [-0.919, -1.010, 4.323], [-0.895, -0.160, 3.102], [-0.635, 1.259, 3.334], [-1.455, -0.621, 1.989], [-1.355, 0.133, 0.873], [-2.266, -3.271, 0.453], [-2.531, -1.610, -0.137], [-3.758, -2.405, 0.860], [-1.628, -3.441, 3.110], [-3.336, -3.021, 2.995], [-2.217, -2.450, 5.239], [-3.062, -1.108, 4.490], [-0.052, -1.674, 4.296], [-0.800, -0.344, 5.174], [0.391, 1.393, 3.677], [-1.316, 1.627, 4.103], [-0.802, 1.841, 2.433]], "mulliken_charge": [0.720, -0.959, -0.662, -0.946, 0.841, 0.385, 0.059, 0.797, -1.030, -1.041, -1.102, 0.995, 0.391, 0.741, -0.963, -0.789, -0.859, -0.125, 0.526, 0.493, 0.499, 0.495, 0.473, 0.493, 0.501, 0.487, 0.524, 0.497, 0.516, 0.429, -0.073, -0.784, -0.479, 0.282, 0.285, 0.239, 0.344, -0.330, -0.691, -0.084, 0.208, 0.445, 0.583, 0.507, 0.443, 0.210, -0.020, -0.324, -0.998, 0.145, -0.612, -0.672, -0.687, 0.288, -1.047, 0.478, -0.284, 0.338, 0.187, 0.469, 0.351, 0.398, 0.392, 0.299, 0.283, 0.476, 0.331, 0.484, 0.232], "e_lumo_ev": -13.06, "charge": 4}

---

(5)
{"formula": "C6H11AlNO3", "method": "the ωB97M-V functional and the def2-TZVPD basis", "species": ["O", "C", "N", "Al", "C", "C", "C", "C", "O", "C", "O", "H", "H", "H", "H", "H", "H", "H", "H", "H", "H", "H"], "positions_angstrom": [[-1.633, -4.871, -0.439], [-0.742, -4.238, -0.899], [0.047, -3.400, -1.238], [-0.863, -1.955, -2.195], [-0.364, -0.133, -1.403], [0.627, -0.357, -0.218], [1.135, 0.962, 0.434], [0.539, 1.223, 1.824], [0.920, 2.577, 2.241], [-0.092, 3.467, 2.155], [-0.877, 3.497, 1.260], [-2.465, -2.165, -2.096], [-0.417, -2.106, -3.739], [0.187, 0.393, -2.203], [-1.247, 0.446, -1.096], [0.186, -1.054, 0.511], [1.508, -0.836, -0.671], [2.227, 0.881, 0.579], [0.982, 1.819, -0.231], [1.002, 0.576, 2.580], [-0.546, 1.077, 1.856], [-0.113, 4.196, 2.987]], "mulliken_charge": [-0.568, 0.627, -0.513, 0.084, -0.781, -0.721, -0.382, -0.569, -0.303, 0.121, -0.452, -0.224, -0.239, 0.302, 0.356, 0.386, 0.261, 0.232, 0.337, 0.308, 0.375, 0.362], "e_lumo_ev": 2.97, "charge": -1}

---

(6)
{"formula": "C6H11ClN3", "method": "the ωB97M-V functional and the def2-TZVPD basis", "species": ["C", "C", "C", "C", "C", "C", "N", "N", "N", "Cl", "H", "H", "H", "H", "H", "H", "H", "H", "H", "H", "H"], "positions_angstrom": [[2.608, 0.407, -1.125], [1.458, 1.158, -0.772], [3.181, -0.452, -0.240], [-2.030, -1.496, -0.960], [-2.588, -0.508, -0.303], [0.788, 0.857, 0.363], [4.055, -0.956, 0.398], [-0.491, 1.631, 0.768], [-2.228, -0.341, 1.024], [1.236, -0.234, 1.539], [3.013, 0.271, -2.069], [1.076, 1.840, -1.496], [-2.225, -1.679, -1.972], [-1.437, -2.174, -0.445], [-3.317, 0.014, -0.848], [3.976, -1.979, 0.574], [-0.734, 2.104, -0.110], [-0.115, 2.358, 1.495], [-1.494, -0.980, 1.306], [-2.993, -0.387, 1.715], [-1.741, 0.544, 1.159]], "mulliken_charge": [-0.703, -0.328, 0.277, -0.865, 0.100, 0.386, -0.433, -0.671, -0.202, -0.191, 0.403, 0.357, 0.287, 0.264, 0.419, 0.308, 0.273, 0.299, 0.318, 0.386, 0.316], "e_lumo_ev": -2.96, "charge": 1}

---

(7)
{"formula": "C4H9N4S", "method": "the ωB97M-V functional and the def2-TZVPD basis", "species": ["C", "C", "C", "C", "N", "N", "N", "N", "S", "H", "H", "H", "H", "H", "H", "H", "H", "H"], "positions_angstrom": [[-0.161, -2.667, -0.855], [0.796, -2.037, -0.068], [-0.900, -1.729, -1.459], [-0.985, 0.611, -1.395], [0.588, -0.726, -0.117], [-0.329, -0.537, -1.089], [1.062, 1.819, 1.717], [-0.638, 1.773, -0.895], [-0.053, 1.069, 2.776], [-0.493, -3.723, -0.960], [1.517, -2.437, 0.556], [-1.663, -1.780, -2.199], [-1.690, 0.398, -2.176], [1.173, 2.808, 2.070], [-1.023, 2.685, -1.158], [0.172, 1.714, -0.269], [2.027, 1.369, 1.699], [0.599, 1.388, 3.823]], "mulliken_charge": [-0.581, -0.238, -0.106, 0.286, -0.558, 0.347, -0.716, -0.211, -0.051, 0.349, 0.498, 0.344, 0.342, 0.323, 0.274, 0.291, 0.285, 0.121], "e_lumo_ev": -4.77, "charge": 1}

---

(8)
{"formula": "C5H8N2", "method": "the ωB97M-V functional and the def2-TZVPD basis", "species": ["C", "C", "C", "C", "N", "C", "N", "H", "H", "H", "H", "H", "H", "H", "H"], "positions_angstrom": [[-0.930, 1.082, -0.140], [-0.118, -0.177, 0.095], [1.272, -0.123, -0.544], [2.101, 0.871, 0.146], [2.729, 1.670, 0.698], [-0.309, -0.993, 1.307], [-0.860, -1.399, -0.254], [-0.469, 1.891, 0.435], [-0.970, 1.387, -1.192], [-1.951, 0.952, 0.238], [1.212, 0.142, -1.607], [1.758, -1.099, -0.455], [-1.243, -0.645, 1.776], [-0.439, -2.307, -0.173], [-1.851, -1.340, -0.439]], "mulliken_charge": [-1.446, 1.002, -0.630, 0.235, -0.431, -0.751, -0.467, 0.387, 0.334, 0.381, 0.320, 0.260, 0.203, 0.347, 0.254], "e_lumo_ev": 0.60, "charge": 0}